1.
8
Properties=species:S:1:pos:R:3:forces:R:3 method="wB97M-V/def2-TZVPD" lumo_energy_ev="-12.2731 / -12.2731" homo_ha="-0.712 / -0.712" homo_lumo_gap_ev="7.1 / 7.1" charge=+2 e_tot_ev=-11776.4081 spin_multiplicity=1 e_above_lowest_kcal_mol=31.5
H 0.5699 0.3164 1.7782 0.009 -0.020 -0.131
C 0.0595 0.1209 0.8446 -0.765 -0.190 -1.048
C -1.0766 -0.1218 0.2551 2.917 0.401 -0.789
Cd -3.0338 -0.3399 0.9064 -0.346 -0.067 -0.148
O 1.2227 0.2049 -0.4266 -1.024 -0.153 0.936
H 2.1897 0.1167 -0.2862 0.248 0.043 -0.221
O -0.5703 -0.2286 -1.4556 -0.478 0.007 0.784
C 0.6390 -0.0686 -1.6158 -0.561 -0.021 0.618



2.
9
Properties=species:S:1:pos:R:3:forces:R:3 method="wB97M-V/def2-TZVPD" lumo_energy_ev="-0.8289 / -0.7438" homo_ha="-0.360 / -0.339" homo_lumo_gap_ev="9.0 / 8.5" e_tot_ev=-33617.9134 spin_multiplicity=1 e_above_lowest_kcal_mol=104.9
C 0.1075 -0.7457 1.5026 -1.705 -1.215 -1.815
C 0.8990 -0.2326 0.5583 -1.602 0.488 -1.502
C -0.4658 0.6450 -1.4313 1.993 -0.207 0.612
F 0.5247 -1.3152 2.6315 0.685 0.053 0.807
F 2.1907 0.0093 0.3870 -0.978 -0.218 0.717
Cl -2.0330 0.3476 -0.9844 -1.607 -0.127 0.703
Cl 0.0243 2.2792 -1.6444 0.039 0.250 0.329
H -1.0139 -1.1044 1.3175 2.592 1.585 0.025
H -0.2336 0.1168 -2.3368 0.583 -0.609 0.124